--- P ---
9
Properties=species:S:1:pos:R:3 method="wB97M-V/def2-TZVPD" total_charge=0 smiles="O=S(=O)=C=C1CO1" lumo_ha="-0.082 / -0.086" orbital_gap_ev="7.63 / 7.41"
O 1.111 0.816 -4.694
S 2.053 0.752 -3.646
O 3.120 -0.206 -3.853
C 1.070 0.405 -2.065
C 0.740 0.817 -0.923
C 0.012 0.338 0.320
O 0.583 1.540 0.257
H -1.146 0.367 0.126
H 0.348 -0.369 1.164


--- Q ---
9
Properties=species:S:1:pos:R:3 method="wB97M-V/def2-TZVPD" total_charge=0 lumo_ha=0.002 orbital_gap_ev=10.30
C 0.433 -0.364 -0.529
C -0.741 0.698 1.745
C 1.053 0.844 -0.587
O -1.663 1.111 1.319
O -1.778 -1.732 0.160
O 0.380 -1.544 -1.265
S -0.304 -1.811 0.202
H 1.059 1.497 0.266
H 1.559 1.299 -1.313


--- R ---
9
Properties=species:S:1:pos:R:3 method="wB97M-V/def2-TZVPD" total_charge=0 lumo_ha=-0.019 orbital_gap_ev=8.31
C -0.313 0.602 -1.507
C -0.819 -0.300 0.880
C 0.847 0.095 -1.132
O -1.309 1.018 -1.832
O -1.638 -0.906 0.345
O 0.062 -0.288 3.251
S 0.394 0.136 1.892
H 1.124 -1.074 -1.229
H 1.652 0.718 -0.668


Each structure's energy above the most stable one, in eV: P 3.221; Q 0.093; R 0.000.


--- P ---
115
Properties=species:S:1:pos:R:3 method="wB97M-V/def2-TZVPD" total_charge=+1 lumo_ha=-0.119 orbital_gap_ev=7.86
C -2.116 3.149 1.814
O -1.540 1.913 1.348
C -0.153 1.796 1.134
C 0.526 2.390 2.369
C 1.435 3.437 2.223
C 1.754 4.217 3.332
C 1.151 3.968 4.572
C 1.323 4.963 5.679
C 0.369 2.817 4.734
C 0.090 2.001 3.641
H -2.659 2.933 2.747
H -1.378 3.959 1.967
H -2.848 3.468 1.058
H 0.157 2.388 0.262
H 1.838 3.646 1.227
H 2.444 5.054 3.211
H 0.922 4.571 6.614
H 2.379 5.208 5.814
H 0.802 5.901 5.450
H -0.062 2.567 5.712
H -0.547 1.116 3.748
C -1.135 2.574 -1.872
C -2.614 2.322 -2.104
C -3.218 3.726 -2.287
C -2.824 1.575 -3.419
C -3.290 1.550 -0.910
C -4.476 2.115 -0.436
C -5.082 1.683 0.732
C -4.588 0.555 1.361
C -3.581 -0.219 0.770
C -3.611 -1.721 1.228
C -2.244 -2.364 1.321
C -4.539 -2.491 0.277
C -4.201 -1.897 2.637
C -2.810 0.362 -0.279
N -1.624 -0.305 -0.787
C -1.860 -1.358 -1.790
C -0.567 -2.095 -1.877
N 0.390 -1.287 -1.094
C 1.794 -1.628 -1.345
C 2.414 -1.253 -2.574
C 1.810 -0.472 -3.793
C 2.874 0.436 -4.443
C 0.682 0.469 -3.439
C 1.366 -1.482 -4.861
C 3.719 -1.692 -2.831
C 4.491 -2.272 -1.845
C 3.862 -2.702 -0.682
C 2.484 -2.563 -0.509
C 1.840 -3.586 0.488
C 2.887 -4.282 1.371
C 1.159 -4.706 -0.309
C 0.881 -2.917 1.447
C -0.294 -0.305 -0.394
C 0.207 0.371 0.886
C 1.734 0.277 1.028
C 2.537 0.828 0.021
C 3.920 0.701 0.104
C 4.446 -0.020 1.191
N 5.598 -0.832 0.955
O 5.898 -1.699 1.809
O 6.224 -0.675 -0.119
C 3.686 -0.286 2.343
C 2.314 -0.137 2.244
H -0.642 1.657 -1.541
H -0.662 2.912 -2.806
H -0.983 3.349 -1.109
H -4.251 3.687 -2.655
H -3.182 4.298 -1.348
H -2.629 4.286 -3.028
H -3.881 1.304 -3.544
H -2.521 2.220 -4.258
H -2.218 0.668 -3.479
H -4.924 2.966 -0.947
H -5.928 2.233 1.150
H -5.051 0.248 2.298
H -1.684 -1.972 2.177
H -2.344 -3.451 1.454
H -1.656 -2.209 0.423
H -5.573 -2.163 0.434
H -4.304 -2.317 -0.776
H -4.485 -3.569 0.474
H -5.269 -1.658 2.679
H -4.104 -2.947 2.950
H -3.663 -1.283 3.370
H -2.664 -2.024 -1.468
H -2.167 -0.933 -2.751
H -0.655 -3.086 -1.416
H -0.218 -2.220 -2.905
H 3.621 -0.124 -5.016
H 2.381 1.122 -5.146
H 3.388 1.046 -3.689
H -0.151 -0.031 -2.953
H 1.037 1.276 -2.788
H 0.282 0.931 -4.355
H 0.603 -2.174 -4.490
H 0.952 -0.952 -5.729
H 2.224 -2.078 -5.196
H 4.176 -1.544 -3.812
H 5.560 -2.427 -1.981
H 4.461 -3.263 0.029
H 3.509 -3.561 1.919
H 2.370 -4.908 2.112
H 3.530 -4.947 0.781
H 0.387 -4.329 -0.981
H 1.910 -5.228 -0.917
H 0.698 -5.424 0.381
H 0.305 -2.158 0.933
H 0.185 -3.648 1.877
H 1.413 -2.412 2.261
H -0.245 -0.249 1.690
H 2.074 1.325 -0.836
H 4.583 1.032 -0.690
H 4.176 -0.663 3.234
H 1.681 -0.367 3.112


--- Q ---
115
Properties=species:S:1:pos:R:3 method="wB97M-V/def2-TZVPD" total_charge=+1 lumo_ha=-0.224 orbital_gap_ev=2.71
C -1.611 1.406 6.187
O -1.691 0.167 5.421
C -0.563 -0.551 5.437
C -0.449 -1.677 6.335
C 0.797 -2.044 6.924
C 0.924 -3.194 7.702
C -0.179 -4.021 7.975
C 0.025 -5.295 8.759
C -1.445 -3.572 7.547
C -1.587 -2.430 6.761
H -2.639 1.780 6.283
H -1.155 1.158 7.166
H -0.993 2.148 5.648
H 0.325 -0.003 5.075
H 1.626 -1.351 6.761
H 1.887 -3.412 8.184
H -0.905 -5.850 8.897
H 0.725 -5.945 8.222
H 0.460 -5.141 9.756
H -2.341 -4.102 7.900
H -2.575 -2.044 6.496
C 1.743 1.618 1.323
C 0.735 2.735 1.548
C 1.018 3.251 2.961
C 0.990 3.893 0.586
C -0.752 2.236 1.466
C -1.405 1.996 2.678
C -2.783 2.125 2.799
C -3.511 2.302 1.629
C -2.933 2.021 0.382
C -3.948 1.686 -0.755
C -3.422 0.697 -1.779
C -4.385 2.994 -1.418
C -5.193 1.005 -0.174
C -1.514 2.029 0.287
N -0.816 1.762 -0.949
C -0.874 2.593 -2.153
C -0.287 1.713 -3.218
N 0.360 0.615 -2.493
C 1.311 -0.170 -3.282
C 2.581 0.393 -3.656
C 3.209 1.762 -3.255
C 4.732 1.624 -3.088
C 2.677 2.266 -1.936
C 2.992 2.779 -4.386
C 3.385 -0.295 -4.561
C 3.120 -1.597 -4.939
C 1.908 -2.150 -4.565
C 0.919 -1.384 -3.934
C -0.528 -1.886 -4.200
C -0.530 -3.408 -4.355
C -1.046 -1.278 -5.515
C -1.458 -1.564 -3.059
C -0.091 0.613 -1.176
C 0.014 -0.362 -0.172
C 0.845 -1.516 -0.354
C 2.176 -1.421 -0.866
C 2.809 -2.546 -1.351
C 2.099 -3.768 -1.357
N 2.533 -4.802 -2.238
O 1.855 -5.859 -2.306
O 3.569 -4.614 -2.925
C 0.880 -3.930 -0.673
C 0.300 -2.813 -0.106
H 1.657 1.201 0.321
H 2.771 1.989 1.441
H 1.585 0.790 2.025
H 0.304 4.035 3.233
H 0.973 2.436 3.691
H 2.030 3.669 3.017
H 0.332 4.735 0.835
H 2.032 4.233 0.670
H 0.811 3.622 -0.455
H -0.838 1.756 3.574
H -3.265 2.108 3.781
H -4.572 2.540 1.708
H -2.991 -0.184 -1.291
H -4.231 0.348 -2.442
H -2.683 1.153 -2.436
H -4.954 3.599 -0.704
H -3.528 3.594 -1.739
H -5.015 2.800 -2.297
H -5.759 1.656 0.494
H -5.882 0.700 -0.971
H -4.914 0.104 0.382
H -1.900 2.912 -2.356
H -0.283 3.505 -2.003
H -1.050 1.286 -3.886
H 0.467 2.222 -3.821
H 5.247 1.503 -4.045
H 5.145 2.530 -2.630
H 4.991 0.774 -2.448
H 1.602 2.383 -1.971
H 2.922 1.571 -1.127
H 3.072 3.260 -1.686
H 1.936 2.954 -4.617
H 3.440 3.742 -4.108
H 3.479 2.430 -5.304
H 4.282 0.177 -4.954
H 3.833 -2.166 -5.532
H 1.731 -3.190 -4.838
H 0.005 -3.885 -3.523
H -1.554 -3.798 -4.367
H -0.060 -3.708 -5.297
H -1.050 -0.181 -5.493
H -0.410 -1.597 -6.350
H -2.069 -1.625 -5.712
H -1.582 -0.492 -2.967
H -2.452 -1.998 -3.226
H -1.062 -1.936 -2.107
H -0.613 -0.255 0.704
H 2.665 -0.445 -0.932
H 3.762 -2.489 -1.875
H 0.378 -4.893 -0.693
H -0.652 -2.851 0.421


Each structure's energy above the most stable one, in eV: P 0.000; Q 2.570.